# 1
{
  "formula": "C15H18N2O3",
  "method": "ωB97M-V/def2-TZVPD",
  "charge": 2,
  "spin_multiplicity": 1,
  "homo_energy_ev": -15.566,
  "species": ["H", "H", "C", "N", "C", "H", "C", "H", "O", "H", "O", "H", "H", "H", "C", "H", "C", "O", "C", "H", "C", "H", "C", "H", "H", "H", "C", "C", "H", "C", "C", "H", "H", "N", "C", "C", "H", "C"],
  "xyz": [[-5.74122, 0.51094, 1.59374], [3.28594, 1.35160, 1.01813], [-3.36008, 0.75589, -0.70163], [2.97749, -0.28890, -0.23982], [2.05023, -1.09371, -0.79992], [-5.41632, -0.88299, -1.00280], [1.22355, 0.97304, 0.75531], [-1.29524, -0.03343, 2.41846], [7.21273, 0.41995, -1.49537], [2.39785, -1.92747, -1.40858], [7.56524, -0.91854, 0.26535], [-1.58048, 0.76271, -1.80081], [-5.75643, 1.69180, 0.23978], [6.82213, -0.10052, -2.21213], [-1.87582, 0.19403, 1.52769], [-6.88927, 0.06754, -0.98553], [0.71193, -0.90930, -0.63613], [-6.71320, -1.41041, 0.47490], [4.40136, -0.59576, -0.54782], [4.55771, -0.32520, -1.60204], [-1.99637, 0.63124, -0.80353], [-6.21922, -2.22104, 0.31599], [-6.14122, -0.39465, -0.32823], [4.58267, -1.66594, -0.40311], [0.01131, -1.59309, -1.10797], [-3.94135, 0.98857, -1.59115], [-1.20914, 0.34160, 0.31003], [-3.23769, 0.33031, 1.57120], [0.90919, 1.80231, 1.38536], [2.55854, 0.70516, 0.53127], [0.26665, 0.17056, 0.15407], [5.45939, -0.15933, 1.32854], [5.32009, 1.28033, 0.22835], [-3.96052, 0.58561, 0.48139], [5.42242, 0.18937, 0.29009], [6.82080, -0.15193, -0.28801], [-3.77494, 0.23183, 2.51161], [-5.44874, 0.68778, 0.55333]],
  "atomic_forces_ev_per_a": [[0.034, 0.159, -0.271], [0.106, -0.348, -0.289], [0.407, -0.018, -0.296], [-0.572, -0.683, -0.186], [0.267, -0.804, -0.626], [-0.024, 0.493, 0.073], [-0.815, -0.129, -0.055], [-0.378, 0.047, 0.003], [-1.183, -0.051, 0.742], [0.207, 0.283, 0.183], [-1.147, 0.982, -0.202], [0.130, 0.000, 0.288], [0.323, -0.152, 0.138], [0.298, 0.165, -0.168], [1.200, 0.023, -0.217], [-0.042, -0.066, 0.453], [-0.505, 0.642, 0.344], [0.242, 0.386, -0.104], [0.975, 0.808, 0.083], [-0.272, -0.220, 0.207], [0.314, -0.001, -0.643], [-0.276, -0.098, 0.129], [0.360, -0.480, -0.201], [-0.329, 0.175, -0.054], [0.181, 0.113, 0.076], [-0.196, -0.062, 0.423], [-0.373, 0.258, -0.002], [-0.321, -0.183, 0.942], [0.350, -0.112, -0.100], [0.502, 1.171, 0.844], [-0.122, -0.779, -0.259], [-0.176, 0.204, -0.205], [-0.209, -0.254, -0.022], [-0.622, 0.345, -0.226], [0.722, -0.100, -0.370], [1.481, -1.314, 0.052], [-0.007, -0.009, -0.260], [-0.526, -0.390, -0.225]],
  "lowdin_charge": [0.139, 0.153, 0.015, -0.009, 0.017, 0.123, 0.066, 0.149, 0.084, 0.165, 0.170, 0.148, 0.147, 0.117, 0.063, 0.135, 0.057, -0.029, -0.074, 0.150, 0.050, 0.100, -0.212, 0.159, 0.149, 0.168, -0.122, 0.028, 0.151, 0.027, -0.117, 0.140, 0.131, -0.028, -0.071, -0.465, 0.164, -0.037]
}



# 2
{
  "formula": "C38H35Cl6N2Re",
  "method": "ωB97M-V/def2-TZVPD",
  "charge": 2,
  "spin_multiplicity": 1,
  "homo_energy_ev": [-13.166, -13.147],
  "species": ["Re", "H", "H", "H", "H", "C", "C", "Cl", "H", "C", "C", "C", "C", "H", "H", "C", "H", "H", "C", "H", "Cl", "H", "C", "N", "C", "C", "C", "Cl", "H", "H", "C", "C", "C", "H", "H", "H", "H", "C", "C", "H", "H", "H", "C", "C", "C", "C", "C", "C", "Cl", "H", "H", "C", "H", "C", "H", "Cl", "C", "C", "H", "C", "C", "H", "H", "H", "H", "C", "H", "C", "C", "H", "C", "C", "H", "N", "H", "Cl", "C", "C", "H", "C", "C", "H"],
  "xyz": [[1.39925, -0.13848, 1.84829], [-0.47235, -3.39778, 1.15449], [-1.15755, 2.90982, 0.92389], [-2.96185, 0.06532, -0.91851], [2.41455, 2.45592, 2.03069], [2.75455, -4.12928, 2.00419], [-1.23185, 0.08622, 0.33839], [7.03335, 0.63852, 5.23169], [-0.06715, 2.26042, -4.62031], [-1.61135, 0.07312, 2.61399], [1.95715, 3.35802, -0.41001], [1.63005, -3.34738, 1.64069], [1.39005, -6.10938, 1.94699], [-5.58715, 1.08492, 2.75539], [-1.55495, 1.38462, -4.23851], [3.49635, 0.07852, 2.42229], [0.64665, 2.32462, 2.54279], [2.36355, 4.37882, -2.23231], [0.20345, 0.11292, -4.50391], [2.99475, 3.16542, -0.19231], [1.68505, 0.11882, 4.22369], [-5.68305, -0.68788, 2.76439], [0.27655, -5.35508, 1.58679], [1.07735, 0.05902, -0.27321], [0.38205, -3.99548, 1.43159], [-0.74235, 3.81492, -0.94271], [1.83385, 0.13862, -2.53451], [7.49185, 0.27442, 2.18919], [-0.66815, -5.84678, 1.41969], [1.17325, 0.12832, -6.42301], [5.69735, 0.43082, 4.18789], [5.89435, 0.28022, 2.81109], [3.37115, 0.23622, 3.80129], [3.06695, 0.06482, -0.78051], [-0.77705, -1.22878, -5.88161], [-1.19135, 0.05112, 3.61289], [-4.91665, -1.10768, -0.90651], [1.46035, 0.12922, -5.37591], [2.61905, -5.49048, 2.15589], [3.47265, -6.09078, 2.42549], [3.70055, -3.63678, 2.16359], [2.07905, -0.74738, -5.20331], [-0.20355, 0.10072, -0.71491], [4.80445, 0.09882, 1.94309], [-5.41225, -1.07998, 0.06029], [1.66305, -1.97698, 1.57259], [-2.59725, 0.08872, 0.09549], [-5.82825, 0.20592, 2.16139], [5.15265, -0.15458, 0.28219], [-1.77975, 4.01112, -1.16821], [-3.61645, 0.09642, 3.30919], [0.53035, 0.13052, -3.02881], [-6.88265, 0.26382, 1.90669], [-3.51545, 0.10462, 1.15129], [-5.17875, -1.99618, 0.59869], [-0.18575, 5.05772, -3.26941], [0.97815, 2.94292, 0.53319], [-0.38715, 3.18762, 0.21929], [-6.33535, 1.49622, -0.14911], [1.37595, 2.36252, 1.74249], [2.05985, 0.09732, -1.17451], [2.67995, 0.14842, -3.19901], [-1.51235, 0.12492, -2.40851], [-1.56635, -1.15738, -4.31571], [-0.05205, -2.04578, -4.49821], [-4.99895, 0.15612, 0.87559], [-4.97045, 2.31552, 0.60689], [4.39595, 0.38922, 4.71309], [-5.27185, 1.42732, 0.05459], [-4.74645, 1.41182, -0.89701], [1.60545, 4.02052, -1.55231], [-0.48825, 0.13342, -2.07251], [-6.48455, -1.05018, -0.11421], [-0.74895, 0.07292, 1.60349], [1.29615, -7.17948, 2.05439], [4.10265, 0.49342, 6.39479], [0.24975, 4.24912, -1.83671], [-0.63905, 1.35732, -4.82281], [-0.90425, 1.34452, -5.87521], [-0.60055, -1.16098, -4.81181], [-2.98165, 0.09382, 2.44039], [2.05125, 1.02402, -5.20051]],
  "atomic_forces_ev_per_a": [[-0.135, -4.420, -1.002], [-0.123, 0.048, -0.027], [-0.061, -0.080, 0.107], [0.022, 0.059, -0.089], [0.067, -0.030, 0.063], [-0.182, 0.292, -0.042], [-0.391, -0.091, 0.083], [-0.066, -0.010, 0.056], [0.010, 0.147, -0.009], [-0.433, 0.010, 0.406], [-0.217, -0.058, 0.210], [-0.269, -1.375, 0.116], [-0.011, 0.298, -0.064], [0.003, 0.076, 0.110], [-0.147, 0.042, 0.027], [-0.329, 0.429, 0.250], [-0.158, -0.296, 0.143], [0.005, -0.003, -0.099], [-0.099, 0.029, -0.189], [0.230, 0.007, 0.022], [-0.634, -0.069, 0.850], [-0.009, -0.076, 0.098], [-0.079, -0.157, -0.064], [-0.161, 0.088, 0.405], [0.276, 0.226, 0.005], [-0.038, 0.211, -0.258], [-0.342, -0.046, -0.037], [-0.065, 0.049, 0.071], [-0.123, -0.029, -0.004], [-0.048, -0.008, -0.108], [-0.195, -0.017, -0.023], [-0.026, -0.082, 0.022], [1.328, -0.110, -0.660], [-0.169, 0.018, -0.008], [-0.033, -0.010, -0.110], [0.013, 0.009, -0.029], [0.050, -0.044, -0.137], [-0.188, 0.007, 0.168], [0.119, -0.093, -0.049], [0.130, -0.021, 0.053], [0.144, 0.015, 0.031], [0.112, -0.113, 0.003], [0.242, -0.048, -0.413], [-0.195, 0.036, 0.595], [0.107, 0.120, 0.132], [-0.181, 4.902, 0.284], [0.309, -0.047, 0.165], [0.175, 0.004, -0.187], [-0.016, -0.055, -0.374], [-0.063, 0.028, -0.034], [-0.053, 0.006, 0.103], [0.266, 0.030, 0.331], [-0.088, -0.006, -0.032], [0.283, -0.038, 0.198], [-0.005, -0.106, 0.029], [-0.016, -0.023, 0.065], [-0.123, 0.212, -0.310], [0.243, -0.015, 0.152], [-0.151, 0.054, -0.061], [0.536, 0.249, -0.596], [0.232, -0.078, -0.035], [0.134, 0.010, -0.049], [-0.117, 0.052, 0.066], [-0.164, -0.029, 0.089], [0.041, -0.138, -0.001], [-0.254, 0.049, -0.081], [0.004, 0.113, 0.030], [0.191, 0.065, 0.020], [0.003, -0.117, 0.133], [0.027, 0.029, -0.128], [-0.086, 0.089, -0.254], [0.110, -0.121, 0.226], [-0.088, -0.011, -0.036], [0.387, 0.082, -0.323], [0.025, -0.073, 0.046], [-0.114, 0.034, -0.069], [0.154, -0.243, 0.327], [0.181, -0.185, 0.008], [-0.084, 0.064, -0.139], [0.129, 0.156, 0.044], [0.102, 0.004, -0.220], [0.140, 0.125, 0.007]],
  "lowdin_charge": [1.146, 0.114, 0.124, 0.116, 0.080, 0.010, -0.192, 0.746, 0.071, -0.094, 0.007, -0.288, -0.009, 0.093, 0.080, -0.341, 0.074, 0.123, -0.552, 0.133, 0.791, 0.094, -0.044, -0.055, -0.010, -0.066, 0.045, 0.732, 0.119, 0.097, -0.696, -0.694, -0.669, 0.029, 0.098, 0.105, 0.081, -0.046, -0.036, 0.122, 0.126, 0.094, -0.180, -0.689, -0.022, -0.005, 0.070, -0.047, 0.737, 0.120, 0.118, -0.126, 0.098, -0.123, 0.096, 0.804, -0.287, -0.009, 0.098, 0.006, -0.096, 0.119, 0.115, 0.081, 0.097, -0.555, 0.095, -0.699, -0.026, 0.079, -0.062, 0.068, 0.099, -0.058, 0.125, 0.750, -0.629, -0.026, 0.099, -0.023, 0.042, 0.091]
}



# 3
{
  "formula": "C4H30N2O10",
  "method": "ωB97M-V/def2-TZVPD",
  "spin_multiplicity": 1,
  "de_lowest_kcal_mol": 41.5,
  "smiles": "CNCCNCO.O.O.O.O.O.O.O.O.O",
  "homo_energy_ev": -9.161,
  "species": ["O", "H", "O", "H", "H", "H", "C", "H", "N", "H", "H", "O", "H", "C", "H", "H", "N", "H", "O", "H", "O", "H", "H", "H", "O", "C", "H", "H", "H", "H", "H", "H", "H", "H", "O", "H", "H", "H", "C", "H", "H", "O", "O", "O", "H", "H"],
  "xyz": [[1.86571, 3.30546, 1.52843], [-1.27324, 1.93498, -0.38876], [-1.11176, 3.23360, 1.13064], [-4.68780, -1.14133, -0.50224], [2.09580, 0.42527, 0.50981], [1.89953, -0.98391, -4.26045], [2.02600, -1.58277, -3.35988], [1.26330, 3.73740, 0.89409], [1.67437, -0.77507, -2.17024], [0.66697, -0.92479, -2.16627], [-3.96764, 0.49054, 2.72700], [-0.24956, 0.07335, 2.44835], [0.66890, -1.71174, 2.37194], [-0.04788, -1.16972, 1.75793], [-2.40317, 0.94609, -0.02027], [2.36150, 1.38299, 3.83466], [0.44996, -0.93697, 0.43712], [0.89545, 1.01848, -1.24251], [-1.65508, -2.41069, -1.06514], [1.52062, 2.40485, 1.50661], [-3.87257, -1.14461, 0.01328], [2.64680, -0.04510, 3.37512], [1.58366, 2.00321, -2.03678], [3.42172, -1.00230, -1.15160], [-3.08787, 0.34539, 2.36208], [1.88737, -0.62974, 0.31677], [-3.03782, -0.53257, 1.95959], [-1.95987, 3.66753, 1.27813], [-1.17740, 0.28067, 2.63948], [-0.98435, -2.35400, -0.37659], [-0.86869, 0.20646, -3.45029], [3.05656, -1.91010, -3.30855], [1.29612, -2.38177, -3.53270], [-1.78890, 0.22974, -2.16839], [-1.64294, 1.06578, -0.61134], [2.26042, -2.34784, -0.87907], [-3.24140, -1.61266, -0.57404], [-0.98379, -1.73691, 1.74434], [2.37393, -1.26497, -0.97511], [-1.52002, -1.95005, -1.90867], [-0.14579, -0.17308, 0.11952], [-1.55308, -0.27989, -2.97610], [2.55667, 0.49884, 4.16230], [1.24261, 1.91757, -1.13508], [-0.79149, 3.04263, 2.02093], [2.33815, -1.20826, 1.12194]],
  "atomic_forces_ev_per_a": [[-0.622, 0.121, -0.160], [0.025, -0.069, 0.174], [-0.216, 0.237, 0.143], [-0.022, 0.092, 0.256], [0.248, -0.109, -0.537], [0.313, 0.321, -0.080], [-0.503, 0.723, -0.307], [0.451, -0.127, 0.268], [-0.260, -0.428, -0.854], [0.050, 0.116, 1.061], [0.130, -0.395, -0.173], [0.180, 0.186, 0.153], [0.148, -0.328, -0.209], [-0.073, 0.882, 0.897], [0.140, -0.065, -0.021], [-0.025, -0.027, -0.029], [-0.426, -0.092, 0.157], [0.098, 0.142, 0.250], [-1.557, -0.880, -0.096], [0.176, -0.103, -0.042], [-0.093, -0.058, -0.521], [-0.063, 0.054, -0.036], [0.262, 0.404, 0.237], [0.044, -0.259, 0.190], [0.499, 0.325, 0.153], [-0.860, -0.942, 0.634], [-0.750, 0.131, -0.116], [0.042, 0.021, -0.077], [0.067, -0.326, -0.209], [0.676, 0.706, -0.812], [-0.227, 0.098, 0.202], [0.057, -0.320, -0.052], [0.497, -0.505, 0.392], [0.450, 0.153, -0.360], [-0.314, 0.005, 0.048], [0.123, -0.126, 0.119], [0.270, -0.098, 0.434], [-0.058, 0.018, -0.129], [-0.055, 0.809, -0.504], [0.881, 0.263, 0.555], [0.158, -0.077, -0.471], [-0.096, -0.298, 0.018], [0.125, 0.013, 0.089], [-0.414, -0.118, -0.660], [0.142, -0.126, -0.091], [0.380, 0.054, 0.116]],
  "lowdin_charge": [-0.070, 0.031, -0.043, 0.051, 0.101, 0.068, -0.112, 0.029, -0.135, 0.058, 0.063, -0.067, 0.120, -0.271, 0.045, 0.027, -0.055, -0.014, -0.066, -0.006, -0.071, 0.011, 0.055, 0.122, -0.054, -0.195, 0.023, 0.063, 0.036, 0.018, 0.047, 0.075, 0.081, 0.010, -0.068, 0.118, 0.008, 0.117, -0.216, 0.018, 0.072, -0.076, -0.052, -0.057, 0.055, 0.109]
}